22
Properties=species:S:1:pos:R:3:forces:R:3 method="wB97M-V/def2-TZVPD" charge=-1 mol_weight_g_mol=132.252 homo_lumo_gap_ev=5.51 e_tot_ev=-18772.6639 smiles=CC(C)CNCC[S-]
C 0.12263 0.22035 -2.43985 -3.83 -1.39 0.43
C -0.75744 1.55509 -2.41679 -0.53 -0.82 3.00
S -1.68292 2.03639 -3.85723 -0.21 -0.34 -0.67
N 0.01932 -0.81472 -1.28328 1.77 2.53 0.49
C 0.83735 -0.39074 -0.02590 -2.79 -2.57 -0.51
C 0.07431 -0.89070 1.30242 -1.23 2.35 -2.46
C 0.99619 -1.20347 2.35736 3.24 -0.94 6.58
C -0.80038 0.35830 1.77984 -2.46 -1.89 -0.10
H 1.11323 0.34426 -2.74953 1.77 0.53 0.13
H -0.34653 -0.23166 -3.30704 0.01 -0.84 -0.12
H -1.55455 1.52799 -1.43492 2.43 0.02 -2.16
H 0.02240 2.27880 -2.29862 0.02 1.12 0.87
H -0.93611 -0.80864 -0.96903 -0.51 0.17 -0.16
H 1.09546 0.62307 0.10177 -0.35 1.68 -0.13
H 1.76767 -0.86591 -0.13029 1.34 -1.07 0.02
H -0.56851 -1.80551 1.06979 0.69 1.40 0.14
H 0.60211 -0.87793 3.49181 0.29 -1.09 -2.74
H 2.00942 -0.62847 2.51827 -1.69 -0.85 -1.36
H 1.26315 -2.31930 2.50678 -0.34 1.69 -0.52
H -1.67681 -0.04229 2.43629 1.29 0.56 -1.09
H -1.27474 0.86089 0.90003 0.47 -0.22 0.75
H -0.32526 1.07420 2.44810 0.63 -0.05 -0.40